Entry 1:
This record from OMol25 describes a cluster of 8 separate species, C32H64O8 in total. The level of theory is ωB97M-V/def2-TZVPD.

Geometry as XYZ:
```
104
Properties=species:S:1:pos:R:3:mulliken_charge:R:1
C -0.20 -1.00 -6.74 -0.92
C 0.02 -0.87 -5.26 0.20
C 0.02 -2.35 -4.68 -0.32
O -0.48 -3.12 -5.78 -0.54
C -0.72 -2.43 -7.07 -0.48
H 0.80 -0.86 -7.19 0.42
H -0.75 -0.18 -7.40 0.31
H -0.96 -0.42 -5.20 -0.14
H 0.95 -0.17 -5.32 0.36
H -0.56 -2.59 -3.90 0.18
H 0.98 -2.73 -4.42 0.32
H -1.82 -2.34 -7.29 0.23
H -0.19 -2.64 -7.87 0.38
C -3.54 -0.64 -3.38 0.25
C -4.02 -0.43 -4.77 -0.44
C -4.34 1.07 -4.86 -0.47
O -3.65 1.67 -3.90 -0.38
C -3.65 0.82 -2.82 -0.32
H -2.56 -1.09 -3.31 -0.52
H -4.04 -1.34 -2.70 0.52
H -4.87 -0.93 -5.17 0.37
H -3.49 -0.82 -5.62 -0.01
H -5.55 1.03 -4.76 0.22
H -4.05 1.51 -5.81 0.41
H -4.58 0.70 -1.99 0.00
H -2.93 1.14 -2.16 0.41
C -5.05 3.26 2.86 -0.67
C -3.59 3.20 3.05 -0.42
C -3.08 3.21 1.64 -0.09
O -4.04 2.50 0.98 -0.30
C -5.30 2.96 1.41 -0.74
H -5.35 4.16 3.16 0.38
H -5.60 2.45 3.44 0.21
H -3.26 2.39 3.55 0.18
H -3.17 4.19 3.40 0.38
H -2.28 2.62 1.62 -0.13
H -2.96 4.24 1.14 0.29
H -6.08 2.42 1.12 0.54
H -5.51 3.89 1.03 0.39
C -2.55 -0.77 3.95 -0.28
C -3.67 -0.79 2.93 -0.18
C -3.95 -2.23 2.61 -0.43
O -2.87 -2.96 3.21 -0.43
C -2.37 -2.35 4.39 -0.80
H -2.78 -0.24 4.97 0.34
H -1.70 -0.29 3.55 0.09
H -3.57 -0.16 2.18 0.23
H -4.55 -0.34 3.46 0.06
H -4.09 -2.37 1.50 0.27
H -4.93 -2.63 3.10 0.26
H -1.39 -2.36 4.61 0.59
H -2.82 -2.27 5.38 0.29
C 2.80 -3.20 0.67 0.68
C 1.95 -4.48 0.53 -0.58
C 1.69 -5.15 1.86 -0.58
O 2.76 -4.44 2.68 -0.51
C 2.68 -3.12 2.16 -0.47
H 2.53 -2.28 0.20 -0.44
H 3.73 -3.61 0.45 0.30
H 2.19 -5.41 0.08 0.41
H 1.01 -4.00 0.14 0.06
H 1.96 -6.19 1.72 0.43
H 0.65 -4.92 1.98 0.23
H 3.47 -2.54 2.65 0.25
H 1.78 -2.73 2.53 0.32
C 4.36 -0.07 0.56 -0.45
C 5.08 1.16 0.59 0.62
C 6.14 1.07 -0.55 -0.63
O 5.45 0.28 -1.46 -0.46
C 4.61 -0.62 -0.89 -0.19
H 3.32 0.05 0.89 -0.05
H 4.89 -0.73 1.06 0.47
H 5.49 1.22 1.56 -0.02
H 4.53 2.20 0.30 -0.12
H 7.26 0.53 -0.35 0.19
H 6.28 1.97 -0.97 0.38
H 4.72 -1.71 -1.00 0.33
H 3.69 -0.52 -1.45 -0.09
C 0.28 1.17 -0.57 -0.29
C -0.18 0.42 0.65 0.05
C -0.43 -1.03 0.06 -1.07
O 0.41 -1.09 -1.04 -0.49
C 0.42 0.18 -1.65 -0.86
H 1.35 1.67 -0.52 -0.11
H -0.36 1.88 -1.04 0.58
H -0.87 0.94 1.14 -0.20
H 0.57 0.42 1.41 0.39
H -1.39 -1.15 -0.07 0.72
H -0.05 -1.66 0.82 0.25
H -0.22 0.17 -2.29 0.34
H 1.22 0.27 -2.37 0.53
C 4.69 3.98 2.86 -0.15
C 5.23 3.24 4.00 -0.70
C 4.00 2.24 4.22 -0.14
O 2.88 3.02 3.88 -0.41
C 3.19 3.58 2.68 0.20
H 5.37 3.72 2.01 0.11
H 5.00 5.12 2.97 0.30
H 5.05 3.89 4.79 0.40
H 6.25 2.80 3.74 0.25
H 3.81 2.17 5.44 0.35
H 4.29 1.27 3.63 -0.06
H 2.48 4.44 2.56 0.35
H 2.72 2.86 1.83 -0.45
```

Highest occupied orbital energy ... -9.42 eV
SMILES string ... C1CCOC1.C1CCOC1.C1CCOC1.C1CCOC1.C1CCOC1.C1CCOC1.C1CCOC1.C1CCOC1
ΔE to the lowest compared entry with this formula, charge and spin ... 1435.8 kJ/mol

Entry 2:
This record from OMol25 describes a structure of composition C32H65AuGe2N2OSi2Te. The level of theory is ωB97M-V/def2-TZVPD.

Geometry as XYZ:
```
106
Properties=species:S:1:pos:R:3:mulliken_charge:R:1
Au -0.84 -1.01 0.94 2.06
C 3.39 2.61 1.46 -1.50
C 3.94 2.34 0.07 1.51
C 4.35 3.64 -0.60 -1.87
C 5.15 1.40 0.17 -1.74
N 2.87 1.78 -0.79 0.03
N 2.32 0.53 -0.39 0.49
H 4.07 3.25 2.02 0.53
H 3.27 1.69 2.03 0.15
H 2.42 3.12 1.39 0.21
H 5.12 4.15 -0.02 0.46
H 3.49 4.30 -0.71 0.33
H 4.76 3.46 -1.60 0.41
H 5.93 1.84 0.80 0.44
H 5.59 1.22 -0.82 0.36
H 4.89 0.44 0.61 0.37
H 3.25 1.65 -1.72 0.34
H 1.69 0.71 0.38 -0.78
H 3.05 -0.09 -0.04 0.20
C -2.93 -3.64 -0.26 -0.92
Te -1.15 -3.58 0.90 0.11
C -2.12 -3.99 2.74 -0.48
H -3.32 -4.66 -0.25 0.51
H -2.68 -3.34 -1.28 0.18
H -3.65 -2.95 0.16 0.35
H -2.99 -3.36 2.84 0.15
H -1.41 -3.79 3.54 -0.23
H -2.40 -5.04 2.75 0.58
C 1.81 0.25 4.77 -1.18
Si 1.04 -1.17 3.82 0.04
C 0.85 -2.62 5.00 -1.09
C 2.26 -1.71 2.48 -0.30
C -0.57 -0.48 3.11 -0.75
Si -2.22 -0.41 4.05 0.59
C -2.29 -1.47 5.58 -1.25
C -3.75 -0.82 3.01 -0.91
C -2.37 1.38 4.60 -1.25
H 2.81 -0.01 5.11 0.42
H 1.21 0.51 5.65 0.33
H 1.89 1.15 4.15 0.27
H 1.86 -2.89 5.34 0.44
H 0.43 -3.51 4.54 0.31
H 0.26 -2.37 5.88 0.33
H 2.94 -2.46 2.90 0.61
H 2.87 -0.86 2.17 -0.07
H 1.79 -2.14 1.59 -0.27
H -0.34 0.57 2.88 -0.35
H -2.09 -2.53 5.42 0.36
H -3.30 -1.39 5.99 0.42
H -1.61 -1.12 6.35 0.33
H -4.38 -1.54 3.53 0.43
H -3.54 -1.22 2.01 -0.10
H -4.36 0.08 2.86 0.45
H -1.51 1.67 5.22 0.29
H -3.27 1.52 5.20 0.38
H -2.42 2.07 3.76 0.30
C -2.21 2.72 -1.34 -1.00
C -1.60 1.91 -0.19 2.01
C -2.71 1.51 0.77 -1.19
C -0.56 2.71 0.59 -0.92
O -0.94 0.67 -0.64 0.86
H -3.21 3.06 -1.06 0.45
H -2.33 2.12 -2.24 0.12
H -1.63 3.60 -1.60 0.39
H -3.19 2.41 1.17 0.63
H -2.30 0.96 1.62 -0.93
H -3.47 0.91 0.29 0.30
H -1.03 3.57 1.07 0.62
H 0.24 3.07 -0.05 0.11
H -0.11 2.08 1.36 -0.43
C 1.46 -2.08 -4.68 -1.52
Ge 0.83 -1.92 -2.82 1.74
C -0.40 -3.45 -2.71 -0.53
C 2.42 -2.27 -1.74 -0.95
Ge -0.32 0.16 -2.34 -0.87
C 0.69 1.61 -3.21 0.56
C 1.37 1.24 -4.37 -0.25
C 2.12 2.16 -5.10 -1.07
C 2.20 3.48 -4.68 -0.67
C 1.53 3.86 -3.53 -1.07
C 0.79 2.93 -2.81 0.14
C -2.04 -0.24 -3.23 -0.44
C -3.25 -0.35 -2.55 0.37
C -4.41 -0.74 -3.21 -0.93
C -4.38 -1.03 -4.57 -0.67
C -3.18 -0.93 -5.26 -0.86
C -2.02 -0.55 -4.59 -0.20
H 1.70 -3.14 -4.78 0.51
H 2.37 -1.51 -4.86 0.47
H 0.72 -1.84 -5.45 0.40
H 0.16 -4.31 -3.08 0.50
H -1.27 -3.31 -3.35 0.38
H -0.73 -3.70 -1.71 -0.51
H 2.89 -3.18 -2.12 0.54
H 2.19 -2.40 -0.69 -0.05
H 3.13 -1.44 -1.84 0.35
H 1.32 0.23 -4.74 0.17
H 2.63 1.84 -6.01 0.47
H 2.78 4.20 -5.24 0.39
H 1.60 4.88 -3.18 0.46
H 0.33 3.26 -1.90 0.12
H -3.30 -0.14 -1.49 0.30
H -5.35 -0.81 -2.66 0.45
H -5.28 -1.33 -5.08 0.40
H -3.14 -1.15 -6.32 0.44
H -1.10 -0.47 -5.16 0.36
```

Highest occupied orbital energy (alpha / beta) ... -10.65 / -10.95 eV
Expectation value of S² ... 0.759
Charge ... +1
ΔE to the lowest compared entry with this formula, charge and spin ... 0.0 kJ/mol
2S+1 ... 2

Entry 3:
This record from OMol25 describes a cluster of 4 separate species, C32H66IN3O9 in total. The level of theory is ωB97M-V/def2-TZVPD.

Geometry as XYZ:
```
111
Properties=species:S:1:pos:R:3:mulliken_charge:R:1
C 7.06 0.57 -1.78 -1.26
C 5.80 0.95 -2.56 -0.49
C 4.53 0.96 -1.67 0.07
C 3.79 2.30 -1.65 -0.14
C 2.96 2.58 -2.92 -0.88
C 1.65 3.34 -2.66 -1.33
C 0.41 2.43 -2.57 0.22
C -0.28 2.29 -1.25 1.11
C -1.52 1.85 -0.99 0.14
C -2.68 1.35 -1.79 -1.08
I -3.20 2.65 -3.41 0.08
C -2.54 -0.12 -2.21 -0.44
C -1.66 -0.44 -3.41 -0.69
C -1.69 1.87 0.50 0.00
O -2.68 1.87 1.15 -0.53
O -0.43 1.98 1.07 -0.15
C 0.35 2.57 0.08 0.29
O 1.30 3.23 0.37 -0.51
H 7.44 1.41 -1.20 0.31
H 7.86 0.26 -2.45 0.41
H 6.86 -0.26 -1.10 0.28
H 5.67 0.24 -3.38 0.35
H 5.92 1.94 -3.00 0.30
H 3.84 0.18 -2.02 0.34
H 4.81 0.70 -0.65 -0.29
H 3.15 2.34 -0.77 -0.19
H 4.53 3.10 -1.52 0.40
H 3.57 3.17 -3.61 0.49
H 2.75 1.63 -3.43 0.42
H 1.76 3.94 -1.75 0.57
H 1.49 4.05 -3.47 0.42
H -0.34 2.76 -3.30 0.11
H 0.70 1.43 -2.88 -0.17
H -3.55 1.42 -1.14 0.64
H -2.18 -0.66 -1.33 0.41
H -3.55 -0.48 -2.41 0.26
H -0.63 -0.12 -3.26 0.12
H -1.65 -1.52 -3.54 0.07
H -2.06 0.00 -4.33 0.34
C 3.40 0.64 1.99 -0.48
O 3.78 0.30 3.30 -0.43
C 2.85 -0.53 3.99 -0.75
C 3.44 -1.91 4.23 -0.22
N 3.58 -2.63 2.97 -0.28
C 4.31 -3.88 3.06 -0.70
C 5.79 -3.82 3.45 -0.49
O 6.61 -3.19 2.49 -0.41
C 6.72 -1.78 2.59 -0.35
H 4.12 1.37 1.62 0.26
H 3.41 -0.23 1.32 0.31
H 2.41 1.09 1.96 0.19
H 1.92 -0.61 3.43 0.33
H 2.63 -0.06 4.95 0.42
H 2.77 -2.47 4.88 0.39
H 4.39 -1.77 4.76 0.19
H 4.04 -2.03 2.30 0.02
H 4.26 -4.38 2.09 0.37
H 3.80 -4.53 3.78 0.40
H 6.15 -4.84 3.54 0.36
H 5.93 -3.34 4.43 0.33
H 6.65 -1.45 3.62 0.28
H 5.95 -1.26 2.00 0.01
H 7.69 -1.50 2.19 0.28
C -6.87 -4.01 -7.90 -0.73
O -6.44 -5.12 -7.14 -0.35
C -5.45 -5.92 -7.76 -0.80
C -4.14 -5.85 -6.99 -0.21
N -3.55 -4.52 -7.10 -0.31
C -2.39 -4.30 -6.26 -0.75
C -2.58 -4.35 -4.75 -0.54
O -3.38 -3.30 -4.23 -0.31
C -4.78 -3.54 -4.23 -0.72
H -7.70 -3.56 -7.37 0.24
H -6.08 -3.27 -8.03 0.30
H -7.21 -4.32 -8.90 0.35
H -5.30 -5.61 -8.80 0.41
H -5.80 -6.96 -7.76 0.39
H -3.45 -6.58 -7.41 0.37
H -4.35 -6.14 -5.95 0.18
H -4.26 -3.83 -6.88 0.10
H -1.98 -3.31 -6.51 0.39
H -1.62 -5.03 -6.53 0.40
H -1.60 -4.23 -4.29 0.38
H -2.97 -5.32 -4.41 0.36
H -5.00 -4.60 -4.10 0.32
H -5.26 -3.20 -5.15 0.27
H -5.21 -2.98 -3.40 0.28
C -2.83 4.79 9.15 -0.73
O -3.36 5.21 7.91 -0.35
C -2.47 6.02 7.13 -0.81
C -2.05 5.30 5.87 -0.17
N -1.20 4.16 6.18 -0.29
C -0.88 3.31 5.04 -0.87
C -2.03 2.57 4.36 -0.15
O -2.63 1.57 5.17 -0.42
C -3.68 2.02 6.01 -0.57
H -3.64 4.29 9.68 0.24
H -2.00 4.09 9.03 0.30
H -2.49 5.64 9.74 0.35
H -1.59 6.29 7.73 0.42
H -3.00 6.93 6.86 0.39
H -1.49 5.99 5.24 0.36
H -2.96 5.02 5.33 0.18
H -1.65 3.60 6.90 0.14
H -0.16 2.56 5.38 0.40
H -0.37 3.92 4.28 0.38
H -1.61 2.04 3.50 0.16
H -2.79 3.25 3.97 0.26
H -4.23 2.85 5.55 0.27
H -3.32 2.34 6.99 0.17
H -4.36 1.18 6.15 0.30
```

Highest occupied orbital energy ... -8.38 eV
SMILES string ... CCCCCCCC1=C([C@@H](I)CC)C(=O)OC1=O.COCCNCCOC.COCCNCCOC.COCCNCCOC

Entry 4:
This record from OMol25 describes a structure of composition C32H66N6O4SSiV. The level of theory is ωB97M-V/def2-TZVPD.

Geometry as XYZ:
```
111
Properties=species:S:1:pos:R:3:mulliken_charge:R:1
V -1.92 -2.25 1.20 0.28
C 0.08 -3.12 -0.80 -0.62
C -0.68 -2.04 -1.55 0.58
N -1.96 -1.71 -0.89 0.63
C -3.16 -2.48 -1.41 -0.60
C -3.99 -3.13 -0.24 -0.76
N -3.33 -3.74 0.93 -0.08
C -2.72 -5.12 0.76 -0.81
C -1.44 -4.94 -0.05 -0.76
N -0.67 -3.74 0.34 0.23
H 1.01 -2.61 -0.39 -0.06
H 0.46 -3.91 -1.43 0.43
H -0.72 -2.28 -2.60 0.34
H -0.13 -1.07 -1.50 -1.06
H -2.08 -0.69 -0.90 -0.25
H -2.85 -3.20 -2.18 0.41
H -3.86 -1.77 -1.89 0.40
H -4.66 -3.87 -0.69 0.39
H -4.66 -2.29 0.21 0.33
H -4.00 -3.74 1.74 0.35
H -3.42 -5.80 0.28 0.37
H -2.57 -5.59 1.75 0.40
H -1.69 -4.87 -1.11 0.35
H -0.81 -5.82 0.15 0.46
H 0.04 -4.06 1.01 0.29
C -2.57 1.35 -5.28 -1.71
C -1.83 2.39 -4.49 1.93
C -1.29 3.52 -5.36 -1.60
C -2.63 2.90 -3.29 -1.45
O -0.65 1.67 -3.92 0.13
Si 0.15 1.99 -2.53 -1.50
S -1.00 1.54 -0.82 -0.46
O 0.49 3.59 -2.42 0.50
C 0.89 4.47 -1.33 2.34
C 1.87 5.38 -1.99 -1.91
C 1.47 3.66 -0.21 -1.55
C -0.34 5.26 -0.89 -1.72
O 1.63 1.26 -2.67 0.56
C 2.45 1.03 -3.85 1.78
C 1.79 -0.13 -4.58 -1.28
C 3.86 0.63 -3.48 -1.90
C 2.48 2.36 -4.61 -1.23
H -3.37 1.82 -5.84 0.43
H -3.11 0.64 -4.64 0.25
H -1.91 0.81 -6.00 0.29
H -2.21 4.00 -5.82 0.49
H -0.67 3.09 -6.15 0.33
H -0.69 4.25 -4.82 0.10
H -3.54 3.39 -3.62 0.55
H -2.08 3.70 -2.70 0.10
H -2.87 2.08 -2.59 0.21
H 2.82 4.89 -2.23 0.32
H 2.10 6.16 -1.26 0.50
H 1.48 5.87 -2.89 0.29
H 2.23 2.95 -0.52 0.09
H 0.75 3.11 0.40 0.16
H 2.02 4.36 0.41 0.67
H -0.93 5.63 -1.73 0.30
H 0.00 6.15 -0.33 0.47
H -1.02 4.65 -0.28 0.22
H 1.89 -1.04 -3.96 0.23
H 2.32 -0.24 -5.54 0.47
H 0.76 0.15 -4.79 0.07
H 3.80 -0.22 -2.83 0.34
H 4.43 1.41 -2.96 0.36
H 4.37 0.43 -4.42 0.42
H 1.46 2.63 -4.85 0.03
H 3.08 2.14 -5.50 0.59
H 2.95 3.20 -4.05 0.10
C -0.02 -2.73 7.12 -1.63
C 0.33 -2.58 5.64 0.69
C 1.56 -3.00 5.17 -0.78
C 1.88 -2.77 3.83 0.94
C 3.27 -3.16 3.42 -1.88
C 0.97 -2.16 2.96 0.30
C -0.36 -1.86 3.39 -1.03
C -0.65 -2.19 4.75 -0.36
N -1.36 -1.26 2.63 -0.10
C -2.16 -0.06 3.06 1.94
C -3.07 -0.44 4.27 -1.88
C -3.12 0.30 1.89 -1.81
C -1.20 1.05 3.47 -1.57
H 0.54 -2.07 7.79 0.33
H 0.12 -3.77 7.43 0.34
H -1.07 -2.44 7.27 0.33
H 2.33 -3.48 5.74 0.47
H 4.01 -2.71 4.11 0.40
H 3.51 -2.66 2.49 0.23
H 3.41 -4.23 3.38 0.40
H 1.24 -1.91 1.93 0.53
H -1.70 -2.20 5.10 0.33
H -3.40 -1.46 4.20 0.36
H -3.99 0.18 4.26 0.42
H -2.57 -0.28 5.26 0.33
H -3.76 -0.55 1.61 0.51
H -2.65 0.72 1.00 0.04
H -3.86 1.06 2.15 0.56
H -0.82 0.84 4.49 0.37
H -1.76 2.03 3.49 0.37
H -0.37 1.15 2.79 0.24
C 3.48 0.12 0.74 -0.35
N 4.26 0.24 1.94 -0.16
C 3.72 0.97 3.02 0.54
N 4.66 1.38 3.89 -0.45
O 2.52 1.19 3.14 -0.51
H 3.23 -0.91 0.49 -0.04
H 3.99 0.54 -0.14 0.33
H 2.52 0.64 0.93 -0.03
H 5.26 0.41 1.84 0.28
H 5.66 1.05 3.88 0.16
H 4.34 1.99 4.66 0.27
```

Highest occupied orbital energy (alpha / beta) ... -6.17 / -6.37 eV
Expectation value of S² ... 3.765
ΔE to the lowest compared entry with this formula, charge and spin ... 40.1 kJ/mol
2S+1 ... 4